[1]
A molecular structure, C3H3O3Tb at a distorted geometry. Source: the Open Molecules 2025 dataset; level of theory: ωB97M-V/def2-TZVPD.

CARTESIAN COORDINATES (ANGSTROEM)
O 1.06263 2.33131 1.07706
Tb -2.06636 0.63888 -0.82074
O 0.29995 1.59226 -0.87833
C 0.93702 2.10928 -0.04315
O 1.03831 -1.40018 1.46631
C 0.99368 -2.51053 1.94683
H 0.35691 -3.49716 2.01574
C 1.63824 -2.75998 0.70551
H 1.01956 -2.97847 -0.16790
H 2.73020 -2.71566 0.69124

Output
2S+1	7
M	245.98	g mol⁻¹
total charge	+4
lowest unoccupied orbital energy (spin up / spin down)	-24.585 / -19.506	eV
E_HOMO (spin up / spin down)	-27.64 / -27.98	eV



[2]
A gas-phase ion, C3H3O4 (charge -1) at a distorted geometry. Source: the Open Molecules 2025 dataset; level of theory: ωB97M-V/def2-TZVPD.

CARTESIAN COORDINATES (ANGSTROEM)
C -1.31993 -0.01837 0.30015
C 0.32037 -0.44494 -0.17306
C 1.38383 0.80267 -0.03710
O 2.01309 0.82588 0.98576
O 1.36940 1.54515 -0.97394
O 0.63217 -1.80849 -0.15040
O 0.34585 -1.14589 -1.35361
H -1.58665 -0.64564 1.21020
H -2.04770 -0.01580 -0.49407
H -1.11043 0.90542 0.68606

Output
M	103.05	g mol⁻¹
total charge	-1
lowest unoccupied orbital energy	4.235	eV
E_HOMO	-4.33	eV



[3]
A gas-phase ion, C3H3O4 (charge -1) at a distorted geometry. Source: the Open Molecules 2025 dataset; level of theory: ωB97M-V/def2-TZVPD.

CARTESIAN COORDINATES (ANGSTROEM)
C 0.13770 0.58950 1.39829
C 0.21825 0.22009 -0.23318
C -0.62812 -0.91853 -0.57935
O -0.76239 1.37948 1.48246
O 0.78450 -0.10918 2.13146
O 0.85999 0.72348 -1.20002
O 1.78877 1.67473 -1.20725
H 0.01680 -1.72024 -0.31544
H -0.93389 -0.89846 -1.55968
H -1.48162 -0.94086 0.08270

Output
M	103.05	g mol⁻¹
total charge	-1
lowest unoccupied orbital energy	4.025	eV
E_HOMO	-4.27	eV



[4]
2 unconnected molecules or ions with the total composition C3H3O4P at a distorted geometry. Source: the Open Molecules 2025 dataset; level of theory: ωB97M-V/def2-TZVPD.

CARTESIAN COORDINATES (ANGSTROEM)
C -1.68872 1.10089 -0.31509
C -1.83520 0.37255 0.79727
C 0.46787 -0.09381 -0.59578
O 0.75596 -0.97964 0.62519
O 2.77032 -1.70681 -0.90705
O 3.11423 0.36613 0.43022
O -2.29473 1.90430 -1.04765
P 2.10858 -0.46812 -0.26459
H -2.50419 0.56721 1.58184
H -1.11462 -0.28473 1.16224
H 0.22049 -0.77797 -1.46659

Output
M	134.03	g mol⁻¹
total charge	-2
lowest unoccupied orbital energy (spin up / spin down)	6.593 / 6.593	eV
E_HOMO (spin up / spin down)	0.58 / 0.59	eV



[5]
A molecular structure, C3H3O4Zn at a distorted geometry. Source: the Open Molecules 2025 dataset; level of theory: ωB97M-V/def2-TZVPD.

CARTESIAN COORDINATES (ANGSTROEM)
C -0.07772 0.20855 -1.09825
C -0.39027 1.34402 -0.41449
O 0.13266 1.72376 0.72477
H -0.19970 0.22979 -2.85478
H -1.14820 2.01128 -0.85944
H 0.65145 -0.50027 -0.68024
C 0.17305 -1.97358 1.83842
O 0.02406 -3.09855 1.63764
O 0.32299 -0.83750 2.04097
Zn 1.34729 1.09287 1.84211
O -0.83562 -0.20037 -2.17670

Output
2S+1	2
M	168.44	g mol⁻¹
total charge	0
lowest unoccupied orbital energy (spin up / spin down)	0.221 / -1.082	eV
E_HOMO (spin up / spin down)	-7.82 / -7.85	eV



[6]
2 unconnected molecules or ions with the total composition C3H3O5P at a distorted geometry. Source: the Open Molecules 2025 dataset; level of theory: ωB97M-V/def2-TZVPD.

CARTESIAN COORDINATES (ANGSTROEM)
C 1.66473 1.13904 -0.74134
C 0.91751 -0.69103 0.66176
C 1.22209 0.48166 0.27300
O -2.15886 1.10220 1.07453
O -3.16510 -0.27327 -0.84716
O 1.50700 -1.49167 1.42379
O -3.19998 -1.15290 1.61063
O 2.24528 0.40641 -1.86258
P -2.74469 -0.15105 0.59272
H 1.84856 2.20717 -0.82050
H -0.11801 -1.05261 0.20920
H 1.98148 -0.52395 -1.57405

Output
M	150.03	g mol⁻¹
total charge	-2
lowest unoccupied orbital energy	6.338	eV
E_HOMO	-0.18	eV



[7]
C3H3OP in the gas phase at a distorted geometry. Source: the Open Molecules 2025 dataset; level of theory: ωB97M-V/def2-TZVPD.

CARTESIAN COORDINATES (ANGSTROEM)
O -0.90433 -1.90922 1.40000
P -0.76899 -2.09407 -0.01515
C -0.14221 -0.46457 -0.30581
C -0.10066 0.64661 -1.00481
C 0.63892 0.75433 0.23377
H -0.63815 1.19917 -1.85332
H 1.67425 0.67726 0.27555
H 0.24116 1.19049 1.26978

Output
M	86.03	g mol⁻¹
total charge	0
lowest unoccupied orbital energy	-0.875	eV
E_HOMO	-9.72	eV



[8]
2 unconnected molecules or ions with the total composition C3H3OP at a distorted geometry. Source: the Open Molecules 2025 dataset; level of theory: ωB97M-V/def2-TZVPD.

CARTESIAN COORDINATES (ANGSTROEM)
C -0.86516 -0.45302 0.42606
C -1.83438 -1.23590 0.04271
C 0.29277 -0.08226 -0.21705
O -2.66055 -2.03273 -0.09438
P 3.02626 -1.24622 0.09937
H -1.17361 0.06189 1.36891
H 0.66740 0.84159 -0.05953
H 0.56658 -0.69361 -1.16156

Output
2S+1	3
M	86.03	g mol⁻¹
total charge	0
lowest unoccupied orbital energy (spin up / spin down)	0.056 / -0.640	eV
E_HOMO (spin up / spin down)	-8.62 / -7.37	eV



[9]
2 unconnected molecules or ions with the total composition C3H3OS2 at a distorted geometry. Source: the Open Molecules 2025 dataset; level of theory: ωB97M-V/def2-TZVPD.

CARTESIAN COORDINATES (ANGSTROEM)
C -0.78423 -0.92335 1.68116
C 0.32538 -1.34899 2.42994
C -0.07969 0.15865 -0.00313
O 1.14156 -0.94505 3.22097
S 0.09635 -2.93079 1.59813
S -2.41200 -0.80326 1.90499
H 0.65569 -0.23188 -0.63469
H 0.17084 0.89988 0.74707
H -0.97232 0.37352 -0.51233

Output
M	119.19	g mol⁻¹
total charge	-1
lowest unoccupied orbital energy	3.637	eV
E_HOMO	-3.69	eV



[10]
C3H3PS in the gas phase at a distorted geometry. Source: the Open Molecules 2025 dataset; level of theory: ωB97M-V/def2-TZVPD.

CARTESIAN COORDINATES (ANGSTROEM)
C 0.12726 0.30536 -1.18898
C 0.13318 -0.19488 0.38951
S 1.33012 -1.30504 0.69493
C -0.58276 -0.00262 1.63668
P -1.41963 0.00338 2.95978
H 1.06984 -0.04534 -1.58357
H 0.05839 1.38909 -1.21692
H -0.71640 -0.14994 -1.69142

Output
M	102.10	g mol⁻¹
total charge	0
lowest unoccupied orbital energy	-1.378	eV
E_HOMO	-8.50	eV



[11]
17 unconnected molecules or ions with the total composition C3H40NO16 at a distorted geometry. Source: the Open Molecules 2025 dataset; level of theory: ωB97M-V/def2-TZVPD.

CARTESIAN COORDINATES (ANGSTROEM)
C 2.96446 0.12403 1.83612
C 1.67282 0.57610 2.48851
C 1.38461 0.82686 3.80886
N 0.63166 0.77750 1.51702
H 3.65971 0.75342 1.30250
H 3.56029 -0.72968 2.43850
H 2.81368 -0.34377 0.93088
H 0.51728 1.18107 4.16177
H 2.11957 0.65319 4.53970
H -0.28994 0.92565 1.86813
H 0.52779 -0.06618 1.01354
H 0.87482 1.52475 0.83007
H 0.30240 -2.06130 2.50208
H 1.07314 -2.72906 1.39646
O 1.08040 -2.52164 2.37423
H -4.18915 -2.34084 0.50156
H -4.40961 -0.89037 0.57917
O -3.81462 -1.43811 0.15568
H -0.60587 2.99279 0.45429
H -0.47205 3.84641 1.50904
O 0.11301 3.09561 1.05181
H 1.23032 3.57746 -0.48982
H 2.04847 4.37716 -1.59282
O 1.49217 3.52321 -1.47842
H 1.60380 -1.65748 0.04409
H 0.69785 -1.07138 -0.99145
O 0.56336 -1.52530 -0.14426
H 0.32603 -1.20695 -3.70716
H 1.62300 -1.42521 -4.48064
O 1.21887 -1.47822 -3.60562
H -2.94839 1.97381 -1.59720
H -2.07360 0.74619 -1.44518
O -2.06859 1.64320 -1.87057
H 1.34933 -3.32613 -2.00021
H 0.95968 -3.90003 -0.83542
O 0.43754 -3.71329 -1.75643
H -3.04123 1.31662 0.99693
H -4.47938 1.84914 0.48926
O -4.01426 1.28900 1.09186
H -2.49929 0.33335 2.97922
H -2.11842 1.15740 4.13206
O -1.77097 0.92468 3.15796
H -1.70650 -1.79631 2.03746
H -1.40120 -2.83619 3.14805
O -1.46436 -1.88778 2.93594
H 2.10038 -1.80598 -2.16158
H 3.52378 -2.15376 -1.97002
O 2.72068 -1.93700 -1.40536
H -2.38346 -1.31920 -3.28935
H -2.32911 0.18852 -3.78187
O -1.95414 -0.54970 -3.34386
H -0.27387 1.46854 -3.45438
H 1.18356 2.22132 -3.35374
O 0.76171 1.33124 -3.56909
H -2.29136 -0.59391 -0.08132
H -1.12998 -0.61113 -1.10782
O -1.42858 -0.24281 -0.22223
H 2.34530 1.89347 -0.86226
H 3.84955 2.00355 -0.74858
O 3.10275 1.39649 -0.78714

Output
M	346.34	g mol⁻¹
total charge	+1
lowest unoccupied orbital energy	-2.853	eV
E_HOMO	-12.39	eV



[12]
18 unconnected molecules or ions with the total composition C3H40O18 at a distorted geometry. Source: the Open Molecules 2025 dataset; level of theory: ωB97M-V/def2-TZVPD.

CARTESIAN COORDINATES (ANGSTROEM)
O -0.20235 0.21662 1.30503
C -1.02262 -0.39161 0.61590
C -2.18804 -1.06448 1.25416
C -3.50893 -0.45569 0.76253
H -0.84692 -0.49596 -0.44458
H -2.12487 -1.03449 2.35136
H -2.14194 -2.12198 0.97478
H -3.54100 0.61978 0.98723
H -4.36117 -0.97640 1.20217
H -3.54207 -0.56012 -0.32899
H -1.24032 1.60534 3.94444
H -0.64025 1.28490 2.55855
O -0.86956 2.03548 3.16003
H 3.72965 0.13488 3.65411
H 2.38259 0.99002 3.31581
O 2.83437 0.10030 3.28959
H 2.49461 -3.03845 1.80467
H 2.50845 -3.39272 0.30548
O 3.09592 -3.08311 1.02957
H -3.70735 0.64755 -2.79313
H -2.38521 1.00883 -1.95578
O -2.76572 0.48260 -2.70712
H 1.89867 -0.66037 -0.67137
H 1.56925 -0.29891 -2.19251
O 1.36251 -0.94481 -1.45644
H 1.47850 -2.62771 -1.28212
H 1.82752 -4.07263 -1.80337
O 1.43042 -3.59851 -1.06157
H 0.97904 0.69381 -4.09538
H 1.23424 1.64341 -2.84007
O 1.62275 0.91011 -3.37630
H -0.48349 -1.37631 -2.47441
H -1.98717 -1.09146 -2.70270
O -1.28870 -1.78107 -2.83800
H 1.03055 1.32692 0.73863
H 2.50370 1.38301 0.26407
O 1.76860 1.95998 0.53522
H -1.16301 0.56508 -4.74792
H -0.38078 -0.70681 -5.20463
O -0.34387 0.26203 -5.17916
H -0.35424 -3.68467 -0.72447
H -1.48578 -2.96715 -1.53676
O -1.31273 -3.49172 -0.73545
H 0.83917 2.54265 3.30284
H 1.83806 2.62559 2.16039
O 1.80331 2.58694 3.13947
H -2.07386 2.29941 0.06237
H -0.92945 2.22351 -1.01319
O -1.69792 1.71642 -0.63807
H 2.92593 -0.21451 1.62326
H 3.26341 -1.44095 0.71454
O 3.00941 -0.47310 0.65949
H -2.00644 2.79782 2.08185
H -2.54807 4.13916 1.49942
O -2.63255 3.18940 1.42983
H 0.80783 3.80387 -1.89483
H 1.06472 2.68978 -0.82555
O 0.59478 2.89528 -1.67716
H 1.89382 -1.42944 3.21410
H 0.63831 -1.73648 2.37659
O 1.34633 -2.16887 2.88363

Output
M	364.33	g mol⁻¹
total charge	0
lowest unoccupied orbital energy	-0.015	eV
E_HOMO	-10.11	eV